C24H30N6O4 | wB97M-V/def2-TZVPD

Each line ends with the natural charge from an NBO analysis.
Positions of all 64 atoms, in Å:
N  1.1701  5.2790  -1.8252  -0.3140
O  0.7186  -3.5070  2.1104  -0.6612
O  3.6698  -0.0450  0.8104  -0.6851
O  3.5398  -4.0532  -2.0797  -0.6199
C  0.6595  4.3193  -1.4065  0.2815
N  0.3786  1.0882  0.3269  -0.5470
O  -2.1555  3.6116  -1.8305  -0.5118
C  1.3657  -4.5452  2.1414  0.6925
C  3.1662  -0.9985  1.3824  0.6749
C  3.0043  -4.6333  -1.1415  0.6607
C  -3.7476  5.6975  0.6437  -0.1448
C  -2.6425  5.1018  0.0737  -0.2441
C  0.8283  2.2281  -0.1674  0.4594
C  -2.7010  -0.8302  0.4640  -0.1730
C  -3.5819  0.0118  -0.2159  -0.2491
C  0.0524  3.1382  -0.8788  -0.3433
C  -1.3708  -0.4404  0.6344  -0.2384
C  -3.1323  1.2314  -0.7294  -0.1332
C  -1.3006  2.8331  -1.0817  0.4840
C  -0.9071  0.7788  0.1312  0.2833
C  -1.7896  1.6252  -0.5652  -0.2258
N  1.8807  -0.9838  1.6262  -0.8372
N  2.1578  2.3862  0.0779  -0.7913
N  2.5388  -5.8839  -1.2695  -0.6091
N  2.3579  -4.8227  1.2948  -0.6202
C  1.0620  -5.5903  3.1879  -0.7084
C  2.6431  -6.6690  -2.4987  -0.4124
C  -4.8707  6.2661  -0.1833  -0.4503
C  3.9724  -2.2200  1.8147  -0.4894
C  -2.4538  4.9614  -1.4257  0.0591
C  -4.4163  6.5644  -1.6150  -0.3894
C  -3.7222  5.3379  -2.2090  -0.4042
C  4.1487  -3.2358  0.6731  -0.3858
C  2.8417  -3.9278  0.2236  -0.1490
H  -3.8091  5.7619  1.7266  0.2098
H  -1.8642  4.7314  0.7340  0.2174
H  -3.0469  -1.7814  0.8589  0.2170
H  -4.6185  -0.2815  -0.3529  0.2147
H  -0.6893  -1.0949  1.1624  0.2227
H  -3.8356  1.8696  -1.2584  0.2252
H  1.3611  -0.1840  1.2723  0.4299
H  1.4142  -1.7999  2.0038  0.4191
H  2.6347  1.5188  0.3512  0.4433
H  2.6546  3.0077  -0.5493  0.3883
H  2.0563  -6.2875  -0.4845  0.3934
H  2.8697  -5.6767  1.4471  0.3962
H  0.7588  -6.5153  2.7018  0.2256
H  0.2501  -5.2331  3.8210  0.2496
H  1.9464  -5.7612  3.7988  0.2289
H  2.1048  -6.1648  -3.3043  0.2130
H  3.6921  -6.7560  -2.7897  0.2135
H  2.2243  -7.6653  -2.3531  0.2055
H  -5.2283  7.1924  0.2767  0.2162
H  -5.7027  5.5548  -0.1965  0.2143
H  4.9572  -1.8774  2.1324  0.2402
H  3.4950  -2.6943  2.6718  0.2022
H  -1.6492  5.6371  -1.7312  0.1997
H  -5.2824  6.8368  -2.2266  0.2130
H  -3.7246  7.4137  -1.6152  0.2037
H  -3.4543  5.5339  -3.2519  0.2183
H  -4.4228  4.4961  -2.1973  0.2065
H  4.5853  -2.7031  -0.1731  0.2532
H  4.8636  -3.9983  0.9854  0.2003
H  2.0948  -3.1536  0.0460  0.2612

Results
Maximum force (eV/Å): 2.9
Orbital gap (eV): 7.97
Structure (SMILES): N#Cc1c(N)nc2ccccc2c1O[C@@H]1C=CCCC1.CNC(=O)[C@H](CCC(N)=O)NC(C)=O
HOMO energy (eV): -8.067
Calculated total energy (Ha): -1562.1185

---

C2H3Cl2O | wB97M-V/def2-TZVPD

Each line ends with the natural charge from an NBO analysis.
Positions of all 8 atoms, in Å:
C  0.5321  -0.0979  0.4027  -0.1122
C  -0.5559  -0.7009  0.8824  -0.2829
Cl  -2.2260  -0.3903  0.5742  0.0450
Cl  2.0626  -0.1562  1.0228  0.1320
H  0.4485  0.5268  -0.8091  0.3774
H  -0.4726  -1.5357  1.5909  0.2311
O  0.1560  1.3408  -1.3868  -0.8564
H  0.0554  1.0134  -2.2772  0.4659

Results
Maximum force (eV/Å): 3.0
<S²>: 0.76
Orbital gap (spin up / spin down) (eV): 10.24 / 7.73
HOMO energy (spin up / spin down) (eV): -9.620 / -9.651
Calculated total energy (Ha): -1073.4891
Spin multiplicity: 2

---

C3H3F5 | wB97M-V/def2-TZVPD

Each line ends with the natural charge from an NBO analysis.
Positions of all 11 atoms, in Å:
C  0.1490  -0.9353  -0.8251  0.5709
C  0.4104  0.5464  -0.3107  -0.5724
C  -0.3927  0.6461  0.8723  0.9797
H  0.8470  -1.3412  -1.7325  0.1501
H  0.1830  1.4374  -0.9795  0.2641
H  1.3690  0.5679  0.1263  0.2568
F  -1.0492  -1.0872  -1.4020  -0.3360
F  0.2215  -1.8208  0.2490  -0.3383
F  -1.6979  0.4439  0.6596  -0.3011
F  0.0842  -0.2752  1.8443  -0.3482
F  -0.1244  1.8180  1.4984  -0.3256

Results
Maximum force (eV/Å): 3.9
Orbital gap (eV): 12.99
Structure (SMILES): FC(F)CC(F)(F)F
HOMO energy (eV): -12.178
Calculated total energy (Ha): -615.4229

---

C33H35Zr | wB97M-V/def2-TZVPD

Each line ends with the natural charge from an NBO analysis.
Positions of all 69 atoms, in Å:
C  -2.5409  -4.3331  -1.1227  -0.2425
C  -3.1467  -3.1110  -0.8218  -0.2058
C  -2.4201  -1.9327  -0.8903  -0.1989
C  -1.0554  -1.9520  -1.2201  0.0078
C  -0.3191  -0.6760  -1.2103  -0.9222
Zr  1.7879  -0.4998  -2.4685  1.8700
C  2.1866  1.7522  -2.7244  -0.8980
C  0.9836  2.3971  -2.1630  -0.0393
C  0.8981  2.6355  -0.7736  -0.1675
C  -0.2525  3.2013  -0.2347  -0.2049
C  -1.3269  3.5318  -1.0772  -0.2372
C  -1.2304  3.3323  -2.4628  -0.2054
C  -0.0806  2.7786  -3.0041  -0.2354
C  1.3422  -2.2281  -4.1662  -0.3797
C  0.4072  -1.1675  -4.4320  -0.3534
C  1.1548  -0.0414  -4.9040  -0.3040
C  2.5425  -0.3878  -4.8990  -0.3290
C  2.6589  -1.7314  -4.4444  -0.3315
C  2.3949  -1.9852  -0.5404  -0.3061
C  2.6279  -0.6523  -0.0657  -0.2689
C  3.6714  -0.0795  -0.8519  -0.3214
C  4.0667  -1.0356  -1.8424  -0.3952
C  3.2756  -2.2237  -1.6427  -0.3849
C  -0.4584  -3.1819  -1.5577  -0.2333
C  -1.1972  -4.3632  -1.5106  -0.2091
H  -3.0952  -5.2674  -1.0648  0.2045
H  -4.1926  -3.0908  -0.5381  0.2088
H  -2.8866  -0.9652  -0.7088  0.2177
H  -0.8682  0.0620  -1.8020  0.2176
H  -0.2386  -0.2723  -0.1950  0.2420
H  3.0802  2.0271  -2.1575  0.2161
H  2.3193  2.0445  -3.7682  0.2086
H  1.7567  2.3709  -0.1366  0.2025
H  -0.3024  3.4016  0.8383  0.2375
H  -2.2334  3.9658  -0.6483  0.2142
H  -2.0499  3.6202  -3.1182  0.2051
H  0.0290  2.6387  -4.0839  0.1967
H  1.0763  -3.2700  -3.9739  0.2573
H  -0.6838  -1.2555  -4.4058  0.2655
H  0.7216  0.8813  -5.2902  0.2464
H  3.3591  0.2259  -5.2780  0.2457
H  3.5699  -2.3306  -4.4475  0.2411
H  1.7174  -2.7090  -0.1048  0.2637
H  2.1314  -0.1854  0.7824  0.2590
H  4.1310  0.8921  -0.6773  0.2480
H  4.8988  -0.9286  -2.5404  0.2459
H  3.3940  -3.1808  -2.1547  0.2453
H  0.5961  -3.2014  -1.8768  0.1984
H  -0.7014  -5.2964  -1.7846  0.1986
C  -0.1868  2.2831  3.4086  -0.6123
C  -0.5453  1.0501  4.1490  -0.3039
C  0.5396  0.0602  4.3354  -0.5995
C  -1.6965  1.0269  4.9727  0.0608
C  -2.0915  -0.1495  5.6978  -0.3165
C  -3.2350  -0.1606  6.4886  -0.2100
C  -4.0299  0.9901  6.6104  -0.3958
C  -3.6526  2.1648  5.9449  -0.2027
C  -2.5199  2.1899  5.1420  -0.3462
H  -1.0490  2.7689  2.9330  0.1903
H  0.2637  3.0127  4.1018  0.1533
H  0.5591  2.0594  2.6363  0.1741
H  0.1931  -0.9260  4.6541  0.1957
H  1.1391  -0.0606  3.4218  0.1675
H  1.2214  0.4386  5.1150  0.1521
H  -1.4737  -1.0481  5.6357  0.1799
H  -3.5190  -1.0805  7.0071  0.1810
H  -4.9463  0.9644  7.2008  0.1782
H  -4.2549  3.0701  6.0434  0.1807
H  -2.2145  3.1227  4.6666  0.1830

Results
Maximum force (eV/Å): 2.2
Orbital gap (eV): 2.97
Total charge: -1
HOMO energy (eV): -1.071
Calculated total energy (Ha): -1325.4867

---

C25H31AsCl2N5O5S5Ta | wB97M-V/def2-TZVPD

Each line ends with the natural charge from an NBO analysis.
Positions of all 75 atoms, in Å:
Ta  -0.0732  -1.1733  0.0253  1.6510
C  3.0178  -0.7169  -0.3785  0.0072
C  2.2407  -1.2466  0.7629  -0.4204
C  2.4033  -0.2061  1.7978  0.0473
C  3.0447  0.8733  1.2606  -0.1151
C  3.4276  0.5536  -0.0976  -0.0923
C  4.1675  1.4858  -0.9998  -0.6273
C  3.3964  2.1532  1.9455  -0.6300
C  2.1131  -0.4224  3.2490  -0.6640
C  2.5565  -2.6792  1.1842  -0.6083
C  3.3877  -1.5170  -1.5869  -0.6474
H  5.1818  1.6999  -0.6430  0.1928
H  3.6689  2.4570  -1.0944  0.1963
H  4.2597  1.0765  -2.0064  0.2090
H  2.8501  3.0238  1.5663  0.1976
H  4.4579  2.3970  1.8273  0.1938
H  3.1966  2.0971  3.0165  0.2132
H  3.0371  -0.6989  3.7718  0.1903
H  1.3834  -1.2123  3.4217  0.2568
H  1.7059  0.4659  3.7372  0.2112
H  3.6271  -2.7760  1.4116  0.1772
H  2.3216  -3.4036  0.4006  0.2095
H  1.9906  -2.9815  2.0657  0.2318
H  4.4146  -1.8963  -1.5150  0.1946
H  3.3313  -0.9366  -2.5124  0.2018
H  2.7325  -2.3777  -1.7081  0.2295
S  -0.7534  -2.7509  4.4180  -0.7276
As  -1.7275  -2.0299  2.6998  0.9927
S  -0.8588  -0.0230  2.0780  -0.6084
S  -0.8083  -3.1658  0.9107  -0.4022
S  -3.7910  -2.0141  2.3924  -0.7011
C  -2.5602  7.8012  -6.1901  -0.6163
C  -2.1480  6.5785  -5.3917  -0.6626
S  -1.5077  7.0420  -3.7977  2.1888
O  -0.2054  7.6291  -4.0001  -0.9534
O  -2.5325  7.7868  -3.1063  -0.9546
C  -1.2996  5.4733  -2.9830  -0.6772
C  -0.7883  5.7044  -1.5726  -0.2155
N  -0.5438  4.4787  -0.8035  -0.3407
C  -0.9358  3.1737  -1.0014  0.4168
N  -0.4836  2.3773  -0.0549  -0.4357
C  0.2094  3.1426  0.8183  0.0251
C  0.1789  4.4362  0.3843  0.0977
N  0.7579  5.5662  1.0308  0.5264
O  0.5561  6.6817  0.5640  -0.4362
O  1.3546  5.3625  2.0698  -0.3778
C  -1.7741  2.6005  -2.0958  -0.6733
H  -2.9526  7.4744  -7.1528  0.2157
H  -1.7103  8.4572  -6.3709  0.2246
H  -3.3324  8.3662  -5.6717  0.2292
H  -1.3516  6.0282  -5.8928  0.2365
H  -2.9904  5.9069  -5.2259  0.2345
H  -0.5777  4.9114  -3.5758  0.2480
H  -2.2575  4.9675  -3.0154  0.2479
H  -1.4771  6.3467  -1.0210  0.2308
H  0.1609  6.2328  -1.6411  0.2461
H  0.6797  2.7412  1.6976  0.2552
H  -2.7950  2.9863  -2.0770  0.2147
H  -1.8184  1.5349  -1.8885  0.2967
H  -1.3398  2.7431  -3.0821  0.2154
Cl  1.1791  1.1015  -2.5640  0.0160
C  0.7479  -0.2275  -3.6014  -0.0944
C  0.7562  0.0013  -4.9633  -0.2255
C  0.4305  -1.0251  -5.8450  -0.2693
C  0.1002  -2.2680  -5.3299  -0.2308
C  0.0863  -2.4718  -3.9629  -0.0698
Cl  -0.3318  -4.0559  -3.3769  -0.0066
C  0.4110  -1.4765  -3.0239  0.2092
N  0.3719  -1.6767  -1.6965  -0.8843
H  1.0224  0.9843  -5.3257  0.2079
H  0.4330  -0.8556  -6.9122  0.1992
H  -0.1589  -3.0933  -5.9775  0.2126
O  -3.9682  -0.8509  -1.8403  -0.6184
C  -2.9295  -0.7002  -1.2918  0.8317
N  -1.8856  -0.4942  -0.7653  -0.8439

Results
Maximum force (eV/Å): 0.9
Orbital gap (eV): 5.07
Total charge: -2
HOMO energy (eV): -1.993
Calculated total energy (Ha): -6825.4807

---

C5H5NO2 | wB97M-V/def2-TZVPD

Each line ends with the natural charge from an NBO analysis.
Positions of all 13 atoms, in Å:
C  2.0291  -0.9468  0.9357  -0.6825
C  1.0461  0.2576  0.8682  0.5476
C  -0.1442  0.0309  0.0321  0.3796
C  -2.0946  -0.2926  -0.7326  -0.0863
C  -1.2867  -0.0459  -1.7206  0.0061
H  2.5300  -1.1147  -0.0725  0.2317
H  2.8522  -0.9229  1.3653  0.2133
H  1.2925  -1.8217  1.0861  0.2269
H  -3.3244  -0.4618  -0.8056  0.2354
H  -1.1757  -0.0632  -2.7602  0.2152
N  -1.4024  -0.1821  0.4436  -0.4502
O  1.3342  1.2703  1.4386  -0.4683
O  -0.0413  0.1846  -1.2155  -0.3684

Results
Maximum force (eV/Å): 11.1
Orbital gap (eV): 10.70
Structure (SMILES): CC(=O)c1ncco1
HOMO energy (eV): -9.885
Calculated total energy (Ha): -398.6629

---

C6H10N2O | wB97M-V/def2-TZVPD

Each line ends with the natural charge from an NBO analysis.
Positions of all 19 atoms, in Å:
C  -3.0869  -0.3350  0.7477  -0.6279
C  -1.7708  -0.4023  0.2422  -0.0403
C  -1.0730  0.5323  -0.8520  -0.1677
C  0.2598  1.0037  -0.5125  -0.0757
C  1.2590  0.0084  -0.5798  -0.3053
C  2.4658  0.6033  0.0234  0.0776
H  -3.6299  -1.3519  1.0130  0.2399
H  -2.7646  0.3620  1.8082  0.2175
H  -3.8139  0.1541  0.1278  0.2245
H  -0.9658  -0.1524  1.2215  0.1825
H  -0.3561  -1.2992  -0.9322  0.3517
H  -1.5306  1.1613  -1.5270  0.2108
H  0.2906  2.0662  -0.6282  0.2326
H  1.1499  -1.0003  -0.4860  0.2225
H  2.4676  1.7261  0.3310  0.1852
H  4.8594  -1.1214  0.7586  0.4895
N  -1.3358  -1.0200  -1.0264  -0.5437
N  3.7162  0.2957  0.5483  -0.1955
O  3.8592  -1.2305  -0.2777  -0.6783

Results
Maximum force (eV/Å): 8.6
Orbital gap (eV): 8.44
HOMO energy (eV): -8.887
Calculated total energy (Ha): -418.9654

---

C31H57N2O2P2PtS | wB97M-V/def2-TZVPD

Each line ends with the Mulliken charge.
Positions of all 96 atoms, in Å:
C  -2.5588  -0.8919  0.1828  0.6912
C  -0.6985  -2.3684  0.4639  1.0538
C  -3.4490  -1.9593  0.2261  -0.8365
C  -1.5867  -3.4627  0.2478  -0.7853
C  -2.9516  -3.2460  0.2460  -1.0688
H  -4.5276  -1.6950  0.2254  0.5852
H  -1.1934  -4.4553  0.0877  0.5864
H  -3.6711  -4.0772  0.2237  0.4998
N  -1.2521  -1.0973  0.3476  0.5007
P  -1.7057  1.5666  -0.9139  -0.6218
P  1.5513  -0.9749  1.3729  -0.1429
C  -3.0129  0.5350  -0.1430  -1.9784
H  -3.9248  0.5021  -0.7455  0.7793
H  -3.3119  1.0424  0.7814  0.8144
C  1.1026  1.9590  0.3020  0.7099
O  1.7508  2.9244  0.3254  -0.6469
C  0.6174  -2.4998  0.9636  -2.0016
H  1.0831  -3.4904  0.8932  0.8891
C  3.4010  -0.9066  0.7300  2.3746
C  1.3968  -1.3953  3.2868  1.8631
C  -1.9359  1.2282  -2.7724  2.4757
C  -2.2515  3.3645  -0.6086  2.0539
C  3.6732  0.1404  -0.3779  -1.4517
H  3.4910  1.1620  -0.0367  0.4456
H  4.7450  0.0541  -0.6323  0.5557
H  3.0947  -0.0437  -1.2921  0.0307
C  4.3824  -0.5747  1.8628  -1.8904
H  4.1455  0.4014  2.2933  0.3710
H  4.4125  -1.3346  2.6498  0.3322
H  5.3957  -0.5036  1.4389  0.5626
C  3.7485  -2.2550  0.1044  -1.6857
H  4.7862  -2.2329  -0.2634  0.5297
H  3.6428  -3.1176  0.7731  0.3217
H  3.1111  -2.3842  -0.7713  -0.1610
C  2.0890  -0.3374  4.1561  -1.6833
H  1.7851  0.6665  3.8482  0.1885
H  1.8140  -0.4421  5.2187  0.4981
H  3.1781  -0.3769  4.0976  0.2925
C  -0.0882  -1.4660  3.6953  -1.3266
H  -0.6099  -0.5181  3.4901  0.0620
H  -0.6185  -2.2648  3.1576  0.2706
H  -0.1965  -1.6971  4.7760  0.5766
C  2.0202  -2.7745  3.4921  -1.4910
H  1.3934  -3.5562  3.0349  0.3274
H  3.0174  -2.8374  3.0355  0.2663
H  2.1295  -3.0542  4.5601  0.4899
C  -1.4734  4.3353  -1.5131  -1.9749
H  -1.7576  5.3690  -1.2511  0.5205
H  -0.3876  4.2463  -1.3702  0.3182
H  -1.6985  4.2162  -2.5807  0.4312
C  -1.9145  3.7071  0.8500  -1.7207
H  -2.3854  3.0225  1.5666  0.2283
H  -0.8320  3.6910  1.0326  0.1498
H  -2.2806  4.7261  1.0638  0.6336
C  -3.7531  3.6168  -0.8076  -1.6615
H  -4.3710  2.9489  -0.1984  0.3307
H  -3.9633  4.6511  -0.4898  0.5450
H  -4.0876  3.5479  -1.8468  0.3564
C  -2.0814  -0.2874  -2.9518  -1.7918
H  -3.0332  -0.6597  -2.5488  0.2300
H  -2.0632  -0.5348  -4.0251  0.5894
H  -1.2627  -0.8376  -2.4774  0.0783
C  -0.7350  1.7482  -3.5612  -1.4933
H  0.1839  1.2171  -3.3085  0.0721
H  -0.9359  1.5980  -4.6341  0.5754
H  -0.5684  2.8209  -3.4224  0.2819
C  -3.1719  1.8820  -3.4072  -1.8999
H  -4.1150  1.6192  -2.9172  0.3459
H  -3.1011  2.9717  -3.4947  0.4239
H  -3.2453  1.5144  -4.4446  0.5319
Pt  0.0610  0.4632  0.3120  1.5594
N  1.2955  -0.5407  -2.5758  -0.3234
C  1.3659  -1.4378  -3.3453  -0.2579
C  1.4788  -2.9066  -3.7109  1.8902
C  1.5655  -3.7648  -2.4202  -1.1043
C  0.1478  -3.3195  -4.3673  -1.5097
C  2.7958  -2.9577  -4.4913  -1.5428
H  2.4286  -3.5352  -1.7787  0.4320
H  0.6702  -3.6288  -1.7726  -0.0096
H  1.6317  -4.8267  -2.6777  0.5300
H  -0.3046  -2.5965  -5.0719  0.3532
H  0.1566  -4.3034  -4.8599  0.3951
H  -0.5520  -3.4296  -3.5223  0.3316
H  3.0282  -3.9185  -4.9689  0.4078
H  2.8714  -2.1505  -5.2571  0.3682
H  3.6117  -2.7597  -3.7509  0.3204
C  0.4068  4.0556  3.7398  -0.8029
S  -0.2174  2.4474  4.2723  0.7344
C  -1.7276  2.9074  5.1295  -1.0104
O  -0.6801  1.7577  3.0090  -0.3712
H  1.0512  4.4442  4.5411  0.4708
H  -0.4237  4.7532  3.5460  0.3825
H  0.9978  3.8897  2.8274  0.1956
H  -2.4251  2.0613  5.0839  0.3856
H  -1.4598  3.1171  6.1711  0.4642
H  -2.1538  3.7937  4.6428  0.3845

Results
Maximum force (eV/Å): 4.3
<S²>: 6.04
Orbital gap (spin up / spin down) (eV): 5.51 / 4.88
Total charge: +3
HOMO energy (spin up / spin down) (eV): -13.757 / -17.709
Calculated total energy (Ha): -2674.4639
Spin multiplicity: 5